Density functional theory data (ωB97M-V with the def2-TZVPD basis set) for a 2-piece molecular cluster, CH3O2PS overall.

```
8
Properties=species:S:1:pos:R:3:forces:R:3:lowdin_charge:R:1
C -0.1477 -0.9066 0.4635 3.274 -0.486 -1.406 -0.277
O -2.6836 -0.5090 0.0785 -0.144 0.273 -0.607 -0.322
O -1.0906 1.3862 0.5204 -0.820 0.742 -0.880 -0.371
P 2.2952 0.2634 -0.1813 -1.820 -2.161 1.572 0.825
S -1.3553 0.0334 0.1116 -0.104 1.040 2.108 0.615
H -0.3137 -1.8849 0.0692 0.268 -0.827 -0.046 -0.025
H 1.3986 1.1205 0.4129 -0.150 1.109 0.106 -0.235
H 1.8972 0.4969 -1.4748 -0.505 0.310 -0.848 -0.210
```
Forces are in eV/Å.

Output
- F_max (eV/Å) = 3.6
- HOMO (alpha / beta) (eV) = -9.8227 / -9.8278
- gap between HOMO and LUMO (alpha / beta) (eV) = 7.6 / 7.6
- ΔE to the lowest compared entry with this formula, charge and spin (kcal/mol) = 141.6